one | C20H23N3O3 | the ωB97M-V functional and the def2-TZVPD basis

As for the SMILES: [H]/N=c1\n(CCOc2cccc(C)c2)c2ccccc2n1CC(=O)OCC.

Last columns: bonded neighbours and bond lengths (Å).
Atoms and positions in Å:
1 H 0.558 -2.910 1.887  N2 1.011
2 N 1.437 -2.427 1.761  H1 1.011, C3 1.268
3 C 1.338 -1.190 1.496  N2 1.268, N4 1.392, N21 1.380
4 N 0.224 -0.365 1.365  C3 1.392, C5 1.434, C15 1.383
5 C -1.129 -0.836 1.317  N4 1.434, C6 1.543, H28 1.093, H29 1.095
6 C -1.470 -1.444 -0.060  C5 1.543, O7 1.405, H30 1.094, H31 1.097
7 O -2.829 -1.789 -0.156  C6 1.405, C8 1.369
8 C -3.763 -0.805 -0.334  O7 1.369, C9 1.389, C14 1.395
9 C -3.491 0.527 -0.619  C8 1.389, C10 1.386, H32 1.078
10 C -4.542 1.414 -0.791  C9 1.386, C11 1.380, H33 1.080
11 C -5.852 0.994 -0.682  C10 1.380, C12 1.392, H34 1.080
12 C -6.138 -0.340 -0.403  C11 1.392, C13 1.498, C14 1.382
13 C -7.560 -0.798 -0.295  C12 1.498, H35 1.089, H36 1.087, H37 1.089
14 C -5.090 -1.225 -0.231  C8 1.395, C12 1.382, H38 1.079
15 C 0.648 0.912 1.040  N4 1.383, C16 1.380, C20 1.407
16 C -0.047 2.078 0.791  C15 1.380, C17 1.389, H39 1.079
17 C 0.692 3.219 0.503  C16 1.389, C18 1.386, H40 1.079
18 C 2.077 3.193 0.466  C17 1.386, C19 1.389, H41 1.079
19 C 2.783 2.025 0.724  C18 1.389, C20 1.379, H42 1.079
20 C 2.054 0.890 1.012  C15 1.407, C19 1.379, N21 1.378
21 N 2.449 -0.391 1.331  C3 1.380, C20 1.378, C22 1.429
22 C 3.769 -0.927 1.211  N21 1.429, C23 1.525, H43 1.094, H44 1.095
23 C 4.234 -0.911 -0.241  C22 1.525, O24 1.200, O25 1.333
24 O 3.513 -0.729 -1.184  C23 1.200
25 O 5.547 -1.130 -0.314  C23 1.333, C26 1.432
26 C 6.133 -1.138 -1.620  O25 1.432, C27 1.522, H45 1.092, H46 1.095
27 C 6.425 0.275 -2.103  C26 1.522, H47 1.087, H48 1.087, H49 1.086
28 H -1.802 -0.001 1.527  C5 1.093
29 H -1.280 -1.594 2.093  C5 1.095
30 H -0.923 -2.381 -0.196  C6 1.094
31 H -1.164 -0.754 -0.857  C6 1.097
32 H -2.480 0.887 -0.724  C9 1.078
33 H -4.324 2.449 -1.013  C10 1.080
34 H -6.660 1.698 -0.815  C11 1.080
35 H -8.092 -0.212 0.453  C13 1.089
36 H -7.612 -1.848 -0.019  C13 1.087
37 H -8.072 -0.664 -1.247  C13 1.089
38 H -5.274 -2.266 -0.015  C14 1.079
39 H -1.125 2.117 0.822  C16 1.079
40 H 0.172 4.143 0.300  C17 1.079
41 H 2.619 4.097 0.234  C18 1.079
42 H 3.861 2.007 0.694  C19 1.079
43 H 4.483 -0.376 1.829  C22 1.094
44 H 3.716 -1.966 1.553  C22 1.095
45 H 7.051 -1.718 -1.512  C26 1.092
46 H 5.450 -1.642 -2.311  C26 1.095
47 H 7.065 0.791 -1.391  C27 1.087
48 H 5.496 0.829 -2.211  C27 1.087
49 H 6.925 0.234 -3.066  C27 1.086

Charges in e, computed with Löwdin, in the same order as the atoms: 0.0358 0.1473 -0.3881 0.0285 -0.0983 -0.1621 -0.0382 -0.2580 -0.0350 -0.0773 -0.0636 -0.2787 -0.0497 0.0310 -0.1408 -0.0162 -0.0989 -0.0965 -0.0083 -0.1489 0.0196 -0.0275 -0.4741 0.1342 -0.0027 -0.2115 -0.0614 0.1231 0.1332 0.1308 0.1298 0.0913 0.1050 0.1096 0.0817 0.0736 0.0831 0.1228 0.0978 0.0992 0.0994 0.1119 0.1419 0.1297 0.1230 0.1226 0.0777 0.0747 0.0776

---

two | C20H23N3O3 | the ωB97M-V functional and the def2-TZVPD basis

As for the SMILES: Cc1ccnc(C)c1C(=O)NC[C@@H]1Cc2ccccc2CN1C(=O)CO.

Last columns: bonded neighbours and bond lengths (Å).
Atoms and positions in Å:
1 C -2.052 1.229 2.359  C2 1.503, H27 1.091, H28 1.088, H29 1.092
2 C -2.843 0.955 1.111  C1 1.503, C3 1.389, C8 1.392
3 C -4.230 0.886 1.123  C2 1.389, C4 1.384, H30 1.082
4 C -4.903 0.640 -0.061  C3 1.384, N5 1.330, H31 1.085
5 N -4.300 0.472 -1.235  C4 1.330, C6 1.332
6 C -2.970 0.542 -1.267  N5 1.332, C7 1.503, C8 1.396
7 C -2.311 0.397 -2.610  C6 1.503, H32 1.092, H33 1.092, H34 1.087
8 C -2.214 0.768 -0.116  C2 1.392, C6 1.396, C9 1.502
9 C -0.718 0.859 -0.221  C8 1.502, O10 1.221, N11 1.356
10 O -0.138 1.896 -0.499  C9 1.221
11 N -0.055 -0.300 0.018  C9 1.356, C12 1.450, H35 1.005
12 C 1.390 -0.365 -0.081  N11 1.450, C13 1.536, H36 1.091, H37 1.091
13 C 1.866 -0.361 -1.542  C12 1.536, C14 1.524, N22 1.454, H38 1.087
14 C 1.510 -1.646 -2.280  C13 1.524, C15 1.505, H39 1.093, H40 1.093
15 C 2.306 -2.810 -1.756  C14 1.505, C16 1.393, C20 1.391
16 C 1.794 -4.105 -1.786  C15 1.393, C17 1.384, H41 1.084
17 C 2.527 -5.174 -1.302  C16 1.384, C18 1.390, H42 1.082
18 C 3.791 -4.951 -0.768  C17 1.390, C19 1.383, H43 1.082
19 C 4.301 -3.667 -0.726  C18 1.383, C20 1.393, H44 1.084
20 C 3.571 -2.589 -1.221  C15 1.391, C19 1.393, C21 1.508
21 C 4.188 -1.214 -1.152  C20 1.508, N22 1.458, H45 1.097, H46 1.091
22 N 3.303 -0.150 -1.613  C13 1.454, C21 1.458, C23 1.374
23 C 3.873 1.097 -1.701  N22 1.374, O24 1.212, C25 1.527
24 O 5.058 1.261 -1.504  C23 1.212
25 C 2.941 2.242 -2.090  C23 1.527, O26 1.406, H47 1.098, H48 1.094
26 O 3.681 3.432 -2.213  C25 1.406, H49 0.960
27 H -1.332 2.031 2.192  C1 1.091
28 H -2.708 1.515 3.179  C1 1.088
29 H -1.491 0.345 2.667  C1 1.092
30 H -4.781 1.027 2.044  C3 1.082
31 H -5.986 0.578 -0.070  C4 1.085
32 H -1.943 1.365 -2.955  C7 1.092
33 H -1.455 -0.280 -2.569  C7 1.092
34 H -3.034 0.019 -3.328  C7 1.087
35 H -0.589 -1.126 0.227  N11 1.005
36 H 1.813 0.502 0.428  C12 1.091
37 H 1.732 -1.265 0.431  C12 1.091
38 H 1.370 0.469 -2.039  C13 1.087
39 H 0.440 -1.847 -2.182  C14 1.093
40 H 1.710 -1.499 -3.344  C14 1.093
41 H 0.804 -4.271 -2.197  C16 1.084
42 H 2.116 -6.174 -1.335  C17 1.082
43 H 4.373 -5.778 -0.382  C18 1.082
44 H 5.284 -3.490 -0.304  C19 1.084
45 H 4.521 -1.014 -0.127  C21 1.097
46 H 5.091 -1.182 -1.763  C21 1.091
47 H 2.464 1.989 -3.046  C25 1.098
48 H 2.143 2.329 -1.346  C25 1.094
49 H 3.166 4.151 -1.840  O26 0.960

Charges in e, computed with Löwdin, in the same order as the atoms: -0.0222 -0.2068 -0.0253 -0.1299 0.1047 -0.2713 -0.0103 -0.0680 -0.4660 0.0802 0.1025 -0.0968 -0.2696 -0.0765 -0.1768 -0.0387 -0.0860 -0.0838 -0.0358 -0.1536 -0.0823 -0.0097 -0.4178 0.0924 -0.1721 -0.0283 0.0904 0.0797 0.0874 0.1095 0.1058 0.0931 0.0643 0.0801 0.1540 0.1359 0.1358 0.1242 0.1078 0.1356 0.1122 0.1014 0.1022 0.1184 0.1397 0.1387 0.1319 0.1088 0.0911

---

three | C20H23N3O3 | the ωB97M-V functional and the def2-TZVPD basis

As for the SMILES: Cc1nc2[nH]c3ccccc3n2c(=O)c1CCOC(=O)C1CCCCC1.

Last columns: bonded neighbours and bond lengths (Å).
Atoms and positions in Å:
1 C 2.109 -1.749 1.567  C2 1.546, H27 1.146, H28 1.025, H29 1.108
2 C 0.660 -1.700 1.029  C1 1.546, N3 1.422, C15 1.380
3 N 0.340 -2.325 -0.208  C2 1.422, C4 1.329
4 C -0.939 -2.599 -0.444  N3 1.329, N5 1.361, N12 1.398
5 N -1.395 -3.483 -1.374  C4 1.361, C6 1.374, H30 1.045
6 C -2.756 -3.625 -1.251  N5 1.374, C7 1.344, C11 1.432
7 C -3.593 -4.327 -2.034  C6 1.344, C8 1.413, H31 1.110
8 C -4.945 -4.419 -1.634  C7 1.413, C9 1.438, H32 1.067
9 C -5.440 -3.746 -0.463  C8 1.438, C10 1.485, H33 1.060
10 C -4.537 -2.820 0.268  C9 1.485, C11 1.454, H34 1.105
11 C -3.154 -2.769 -0.175  C6 1.432, C10 1.454, N12 1.442
12 N -1.979 -2.130 0.364  C4 1.398, C11 1.442, C13 1.369
13 C -1.731 -1.309 1.430  N12 1.369, O14 1.194, C15 1.449
14 O -2.659 -0.925 2.075  C13 1.194
15 C -0.339 -1.133 1.793  C2 1.380, C13 1.449, C16 1.505
16 C -0.069 -0.164 2.912  C15 1.505, C17 1.579, H35 1.146, H36 1.073
17 C -0.449 1.293 2.434  C16 1.579, O18 1.434, H37 1.108, H38 1.098
18 O 0.530 1.838 1.539  C17 1.434, C19 1.305
19 C 0.312 1.754 0.255  O18 1.305, O20 1.184, C21 1.508
20 O -0.627 1.284 -0.291  C19 1.184
21 C 1.161 2.530 -0.721  C19 1.508, C22 1.536, C26 1.610, H39 1.173
22 C 1.451 4.006 -0.411  C21 1.536, C23 1.571, H40 1.076, H41 1.133
23 C 2.570 4.570 -1.357  C22 1.571, C24 1.562, H42 1.086, H43 1.069
24 C 3.928 3.800 -1.391  C23 1.562, C25 1.534, H44 1.059, H45 1.108
25 C 3.543 2.359 -1.748  C24 1.534, C26 1.573, H46 1.048, H47 1.124
26 C 2.555 1.722 -0.703  C21 1.610, C25 1.573, H48 1.130, H49 1.138
27 H 2.824 -2.395 0.948  C1 1.146
28 H 2.162 -2.173 2.498  C1 1.025
29 H 2.564 -0.740 1.521  C1 1.108
30 H -0.855 -3.968 -2.125  N5 1.045
31 H -3.013 -4.886 -2.798  C7 1.110
32 H -5.650 -4.938 -2.244  C8 1.067
33 H -6.466 -3.829 -0.209  C9 1.060
34 H -4.641 -2.035 1.039  C10 1.105
35 H 1.018 -0.092 3.266  C16 1.146
36 H -0.617 -0.432 3.795  C16 1.073
37 H -1.489 1.411 2.071  C17 1.108
38 H -0.503 1.741 3.436  C17 1.098
39 H 0.756 2.483 -1.821  C21 1.173
40 H 1.793 4.143 0.600  C22 1.076
41 H 0.506 4.587 -0.641  C22 1.133
42 H 2.786 5.602 -1.095  C23 1.086
43 H 2.322 4.579 -2.397  C23 1.069
44 H 4.241 3.876 -0.382  C24 1.059
45 H 4.657 4.387 -1.985  C24 1.108
46 H 3.117 2.394 -2.705  C25 1.048
47 H 4.471 1.726 -1.715  C25 1.124
48 H 2.514 0.600 -0.836  C26 1.130
49 H 2.956 2.024 0.319  C26 1.138

Charges in e, computed with Löwdin, in the same order as the atoms: -0.0274 -0.2150 0.1450 -0.2785 0.1643 -0.2365 -0.0410 -0.0749 -0.0464 0.0488 -0.0670 0.1604 -0.4210 0.0997 -0.1263 -0.0957 -0.1236 0.0488 -0.5414 0.1334 -0.2189 -0.1374 -0.1979 -0.2028 -0.1995 -0.1197 0.1017 0.0392 0.0754 0.1924 0.1262 0.0865 0.0736 0.1015 0.1382 0.1081 0.1338 0.1236 0.1830 0.1065 0.1350 0.0989 0.0918 0.0834 0.1170 0.0836 0.1164 0.1262 0.1284

---

four | C20H23N3O3 | the ωB97M-V functional and the def2-TZVPD basis

As for the SMILES: CCc1ccc(-n2cnc3cc(C(=O)NCC(OC)OC)ccc32)cc1.

Last columns: bonded neighbours and bond lengths (Å).
Atoms and positions in Å:
1 C 1.276 -6.317 -5.152  C2 1.530, H27 1.088, H28 1.088, H29 1.087
2 C 1.521 -4.815 -5.315  C1 1.530, C3 1.501, H30 1.092, H31 1.092
3 C 0.965 -4.064 -4.140  C2 1.501, C4 1.390, C26 1.389
4 C -0.352 -3.619 -4.142  C3 1.390, C5 1.381, H32 1.080
5 C -0.881 -2.958 -3.050  C4 1.381, C6 1.391, H33 1.080
6 C -0.094 -2.736 -1.926  C5 1.391, N7 1.403, C25 1.391
7 N -0.634 -2.074 -0.813  C6 1.403, C8 1.369, C24 1.377
8 C -1.871 -2.287 -0.267  N7 1.369, N9 1.293, H34 1.073
9 N -2.120 -1.570 0.780  C8 1.293, C10 1.374
10 C -0.997 -0.803 0.971  N9 1.374, C11 1.388, C24 1.417
11 C -0.728 0.155 1.938  C10 1.388, C12 1.386, H35 1.078
12 C 0.497 0.802 1.885  C11 1.386, C13 1.491, C22 1.404
13 C 0.905 1.835 2.879  C12 1.491, O14 1.216, N15 1.361
14 O 2.067 2.037 3.174  C13 1.216
15 N -0.127 2.507 3.460  C13 1.361, C16 1.439, H36 1.007
16 C 0.121 3.654 4.293  N15 1.439, C17 1.547, H37 1.095, H38 1.093
17 C -0.310 4.985 3.633  C16 1.547, O18 1.398, O20 1.407, H39 1.103
18 O -0.186 4.835 2.249  C17 1.398, C19 1.411
19 C -0.207 6.052 1.535  O18 1.411, H40 1.095, H41 1.088, H42 1.094
20 O -1.594 5.417 4.012  C17 1.407, C21 1.414
21 C -2.661 4.561 3.653  O20 1.414, H43 1.094, H44 1.095, H45 1.088
22 C 1.430 0.491 0.883  C12 1.404, C23 1.377, H46 1.079
23 C 1.179 -0.453 -0.089  C22 1.377, C24 1.387, H47 1.079
24 C -0.041 -1.110 -0.029  N7 1.377, C10 1.417, C23 1.387
25 C 1.221 -3.190 -1.906  C6 1.391, C26 1.382, H48 1.079
26 C 1.739 -3.843 -3.008  C3 1.389, C25 1.382, H49 1.080
27 H 1.755 -6.683 -4.247  C1 1.088
28 H 0.210 -6.522 -5.082  C1 1.088
29 H 1.679 -6.861 -6.003  C1 1.087
30 H 1.044 -4.471 -6.234  C2 1.092
31 H 2.594 -4.632 -5.397  C2 1.092
32 H -0.969 -3.784 -5.013  C4 1.080
33 H -1.900 -2.601 -3.069  C5 1.080
34 H -2.550 -3.011 -0.675  C8 1.073
35 H -1.455 0.348 2.712  C11 1.078
36 H -1.037 2.433 3.037  N15 1.007
37 H -0.399 3.558 5.252  C16 1.095
38 H 1.199 3.670 4.468  C16 1.093
39 H 0.339 5.798 3.999  C17 1.103
40 H 0.650 6.676 1.810  C19 1.095
41 H -0.147 5.786 0.482  C19 1.088
42 H -1.130 6.608 1.728  C19 1.094
43 H -2.599 4.274 2.599  C21 1.094
44 H -2.683 3.663 4.280  C21 1.095
45 H -3.571 5.134 3.819  C21 1.088
46 H 2.369 1.023 0.896  C22 1.079
47 H 1.899 -0.662 -0.865  C23 1.079
48 H 1.825 -3.045 -1.023  C25 1.079
49 H 2.761 -4.190 -2.986  C26 1.080

Charges in e, computed with Löwdin, in the same order as the atoms: -0.0932 -0.2145 -0.2492 -0.0295 -0.0064 -0.1977 0.0290 -0.1272 0.1238 -0.2234 0.0464 -0.1313 -0.4460 0.0687 0.0737 -0.0834 -0.3876 -0.1329 -0.0746 -0.1279 -0.0876 -0.0145 0.0010 -0.1460 -0.0059 -0.0259 0.0746 0.0744 0.0690 0.1096 0.1098 0.1169 0.1143 0.1305 0.1193 0.1137 0.1313 0.1260 0.1618 0.0939 0.0925 0.0919 0.0933 0.0870 0.0933 0.1167 0.1075 0.1168 0.1178

---

Which of them is the most stable? Correct choice: two.